ORCA calculation (wB97M-V/def2-TZVPD) on C20H21N3O3 in the gas phase.

Structure (XYZ):
```
47
Properties=species:S:1:pos:R:3:forces:R:3:mulliken_charge:R:1
C -4.433 -2.438 0.013 0.0665 0.0526 -0.0100 -1.46
C -3.857 -1.063 0.171 0.0346 -0.0065 0.0122 0.93
C -4.304 -0.229 1.188 0.0838 0.0647 -0.0635 -0.89
C -3.807 1.048 1.342 0.1905 0.2219 -0.0417 -0.89
C -2.832 1.521 0.469 -0.2469 -0.1591 0.0897 0.46
O -2.421 2.816 0.685 0.0267 -0.1995 0.1725 -0.46
C -1.564 3.415 -0.246 0.0613 0.3055 -0.3886 -0.76
C -0.162 2.902 -0.169 0.4198 -0.4801 0.9519 0.21
C 0.526 2.256 0.818 -0.2068 0.3762 -0.5556 0.24
C 1.811 2.063 0.253 -0.9962 0.5086 -0.3698 0.43
C 2.940 1.310 0.850 0.4928 0.1325 -0.0919 0.00
O 2.894 0.846 1.971 -0.2438 0.0414 0.0454 -0.64
N 4.003 1.189 0.016 0.1817 0.1787 -0.1588 -0.14
C 4.958 0.125 0.205 0.1574 -0.1808 0.0360 -0.82
C 4.524 -1.140 -0.569 -0.0795 0.2078 0.2004 -1.16
C 3.088 -1.426 -0.244 -0.0709 -0.2701 -0.0676 0.71
C 2.718 -2.093 0.917 -0.1388 0.0379 -0.1919 -0.26
C 1.377 -2.182 1.247 0.0759 -0.0001 -0.0200 -0.87
C 0.449 -1.588 0.406 -0.0406 -0.1552 0.2348 -0.04
N 0.783 -0.976 -0.718 -0.3557 0.2192 -0.2707 -0.09
C 2.064 -0.904 -1.029 0.3263 -0.1730 -0.0267 -0.49
N 1.858 2.558 -0.962 1.0518 -0.4597 0.2453 -0.65
O 0.644 3.082 -1.229 -0.6713 0.2225 -0.0453 -0.20
C -2.361 0.690 -0.536 0.0827 0.2729 -0.0018 0.22
C -2.866 -0.596 -0.693 -0.1263 0.0131 0.1291 0.29
C -2.346 -1.454 -1.806 -0.0227 0.0687 -0.0397 -1.67
H -5.235 -2.602 0.727 -0.0557 -0.0535 0.0218 0.39
H -3.668 -3.199 0.176 -0.0041 -0.1273 -0.0190 0.31
H -4.828 -2.577 -0.993 -0.0525 -0.1082 -0.0608 0.32
H -5.065 -0.584 1.869 -0.0840 -0.0364 0.0615 0.34
H -4.161 1.698 2.127 -0.0545 0.0894 0.1034 0.47
H -1.570 4.483 0.008 -0.0023 -0.1853 -0.1289 0.38
H -1.936 3.304 -1.274 0.0289 0.0195 0.1219 0.44
H 0.189 1.948 1.783 -0.1374 -0.0749 0.2210 0.59
H 3.883 1.560 -0.915 -0.0507 0.0064 0.0409 0.33
H 5.946 0.455 -0.124 -0.0351 -0.0308 0.1066 0.38
H 4.982 -0.087 1.276 0.1141 0.0264 -0.1341 0.40
H 5.166 -1.972 -0.275 0.0426 -0.0277 -0.0848 0.42
H 4.639 -0.967 -1.641 0.0471 -0.0556 -0.0138 0.35
H 3.473 -2.516 1.564 0.0790 -0.0282 0.0817 0.43
H 1.060 -2.682 2.148 -0.0535 -0.0320 0.0819 0.41
H -0.608 -1.593 0.637 -0.1278 -0.0675 0.1129 0.24
H 2.286 -0.389 -1.957 0.1416 0.0410 -0.0591 0.34
H -1.584 1.014 -1.210 0.1096 0.0301 -0.0720 0.31
H -2.155 -2.468 -1.461 0.0417 -0.1209 -0.0313 0.36
H -1.419 -1.047 -2.198 0.0459 -0.0257 -0.0397 0.35
H -3.079 -1.510 -2.612 -0.0448 -0.0792 -0.0839 0.43
```
Positions in Å, forces in eV/Å.

- ΔE to the lowest compared entry with this formula, charge and spin: 360.5 kJ/mol
- Calculated total energy: -1164.693773 hartree
- LUMO level: 0.0284 hartree
- Structure (SMILES): Cc1ccc(OCc2cc(C(=O)NCCc3cccnc3)no2)cc1C

ORCA calculation (wB97M-V/def2-TZVPD) on C20H21N3O4S in the gas phase.

Structure (XYZ):
```
49
Properties=species:S:1:pos:R:3:forces:R:3:mulliken_charge:R:1
C -4.591 1.437 -2.878 0.1371 0.0000 -0.1807 -0.81
O -5.448 1.435 -1.759 -0.2027 0.0264 0.2227 -0.43
C -5.014 0.857 -0.613 0.0732 -0.1415 0.2681 0.62
C -5.899 0.897 0.469 0.0863 0.0034 -0.1381 -0.57
C -5.548 0.334 1.679 -0.1271 0.0694 -0.0750 -0.71
C -4.315 -0.274 1.847 0.3508 -0.1142 -0.1640 -0.66
C -3.426 -0.321 0.777 -0.6025 0.2843 -0.2347 -0.01
C -2.094 -0.957 0.853 0.1336 -0.1381 0.0789 0.70
O -1.427 -1.191 -0.128 -0.2649 0.0587 -0.0179 -0.56
C -1.599 -1.305 2.246 0.7701 -0.0523 -0.0786 -0.95
S 0.159 -1.744 2.181 -0.1941 -0.3908 0.3402 -0.26
C 0.729 -0.178 1.694 0.0086 0.0870 0.0839 0.40
N 0.035 0.929 1.752 -0.4633 -0.8730 0.2866 -0.26
N 0.822 1.918 1.325 0.8944 0.9688 -0.4721 -0.94
C 1.993 1.414 1.012 -0.4479 -0.5318 0.2669 0.47
C 3.098 2.204 0.558 0.0421 1.3823 -0.2611 0.53
C 3.147 3.554 0.316 -0.2146 -0.8882 0.1878 -0.65
C 4.469 3.830 -0.092 0.4423 -0.4797 -0.0391 -0.44
C 5.127 2.638 -0.069 0.2419 0.8962 -0.2161 -0.55
O 4.310 1.648 0.323 -0.2215 -0.4838 0.1795 -0.30
N 1.990 0.056 1.231 -0.6832 0.6021 0.1717 0.36
C 2.994 -0.926 0.941 0.7225 -0.4748 -0.4329 -1.39
C 3.143 -1.176 -0.576 -0.2406 0.3701 0.1037 0.56
C 1.817 -1.586 -1.248 0.0987 -0.0099 0.0240 -0.08
C 2.172 -2.882 -1.980 0.2584 0.0227 0.1073 -0.70
C 3.345 -3.391 -1.146 -0.2210 -0.2532 -0.1633 -0.45
O 4.067 -2.229 -0.786 0.2313 0.1000 0.1249 -0.49
C -3.782 0.240 -0.451 -0.0461 0.0881 -0.1512 -0.11
H -3.660 1.973 -2.667 -0.0260 -0.0340 -0.0030 0.34
H -4.359 0.419 -3.206 0.0071 0.0385 0.0226 0.34
H -5.136 1.955 -3.665 0.0807 -0.0462 0.0299 0.23
H -6.855 1.376 0.331 -0.1179 0.0621 -0.0053 0.45
H -6.244 0.370 2.503 -0.0653 0.0079 0.0600 0.37
H -4.065 -0.714 2.798 0.0536 -0.0268 0.1219 0.38
H -1.709 -0.457 2.920 -0.1596 -0.0787 -0.0219 0.42
H -2.122 -2.179 2.636 -0.0180 0.0248 0.0438 0.62
H 2.331 4.237 0.426 -0.2259 0.1151 0.0440 0.57
H 4.874 4.782 -0.364 0.1516 0.1619 -0.0694 0.47
H 6.139 2.369 -0.299 0.1027 -0.1310 -0.0089 0.47
H 3.957 -0.600 1.342 -0.1607 -0.1183 0.0373 0.22
H 2.703 -1.860 1.431 0.0927 0.0792 -0.0445 0.47
H 3.572 -0.279 -1.038 -0.0936 -0.1157 0.0971 0.23
H 1.452 -0.815 -1.923 -0.0647 0.0180 0.0342 0.43
H 1.044 -1.775 -0.505 -0.0668 0.0501 -0.0103 -0.14
H 1.345 -3.586 -2.013 -0.0577 -0.0403 -0.0448 0.37
H 2.506 -2.671 -2.996 -0.0001 -0.0591 -0.0254 0.29
H 4.029 -4.044 -1.690 -0.0518 -0.0248 0.0638 0.36
H 2.985 -3.913 -0.248 0.0239 -0.0176 -0.0621 0.23
H -3.062 0.180 -1.251 0.0338 0.0065 -0.0802 0.57
```
Positions in Å, forces in eV/Å.

- ΔE to the lowest compared entry with this formula, charge and spin: 366.4 kJ/mol
- Calculated total energy: -1638.098087 hartree
- LUMO level: 0.0076 hartree
- Structure (SMILES): COc1cccc(C(=O)CSc2nnc(-c3ccco3)n2C[C@@H]2CCCO2)c1

ORCA calculation (wB97M-V/def2-TZVPD) on C20H21NO4 in the gas phase.

Structure (XYZ):
```
46
Properties=species:S:1:pos:R:3:forces:R:3:mulliken_charge:R:1
C -0.619 2.862 -1.149 -0.8686 0.0233 -0.0090 -1.08
C -0.854 1.462 -0.637 -0.3377 -0.7302 -1.1001 0.58
N -1.659 0.728 -1.399 0.4220 1.7142 -0.0097 -0.67
C -1.924 -0.534 -1.099 -0.0183 -1.8320 0.2722 -0.36
C -2.763 -1.299 -1.942 -1.0065 -0.4994 -0.5716 -0.41
C -3.172 -2.602 -1.669 0.5177 1.4616 -0.1659 -0.66
C -2.659 -3.238 -0.540 1.3850 0.8526 1.5894 -0.70
C -1.713 -2.562 0.265 -1.3800 -0.6491 -1.2694 -0.72
C -1.350 -1.199 0.005 -0.0459 -0.7311 0.4917 1.41
C -0.467 -0.438 0.807 0.8313 1.6025 0.1245 0.47
C 0.213 -1.041 1.965 0.0345 -1.1182 -1.1900 0.39
C -0.036 -0.818 3.336 1.1312 -0.7834 0.6379 -0.27
C 0.781 -1.715 3.994 -0.8076 0.4828 -0.9981 -0.77
O 1.469 -2.503 3.090 -0.4001 0.6803 0.2255 -0.39
C 1.100 -2.076 1.844 -0.3192 0.6833 0.3236 -0.69
C -0.193 0.905 0.493 -0.6059 -0.5459 -0.1000 -0.07
C 0.812 1.736 1.282 0.7622 -0.7386 0.1635 0.33
O 1.572 2.614 0.457 -0.0339 -0.0230 0.5083 -0.39
C 2.916 2.213 0.145 0.9135 -0.1299 -0.5644 1.56
C 3.449 3.269 -0.852 -0.2893 -0.6748 0.2455 -1.64
C 2.978 0.843 -0.553 0.0860 0.5910 0.1784 -1.49
C 3.848 2.219 1.378 -0.6723 1.4575 -0.5726 -1.53
C 0.175 2.521 2.432 -2.7829 0.8974 -0.4305 -0.11
O -1.043 2.747 2.497 2.5085 -0.6246 -0.0557 -0.60
O 1.013 3.011 3.358 -0.5612 0.1177 0.0157 -0.45
H -0.563 3.519 -0.277 0.3890 0.2484 -0.4359 0.36
H 0.283 2.888 -1.790 -0.4034 0.2171 0.5543 0.06
H -1.503 3.167 -1.756 0.6840 -0.3481 0.3835 0.43
H -3.142 -0.789 -2.825 0.0119 -0.0653 0.1215 0.41
H -3.879 -3.097 -2.313 -0.0734 -0.0447 -0.1663 0.40
H -2.987 -4.221 -0.203 0.1401 0.1527 -0.3726 0.39
H -1.322 -3.172 1.060 0.3183 0.4523 0.4536 0.40
H -0.726 -0.075 3.706 0.1039 -0.1454 0.3286 0.61
H 0.888 -1.907 5.047 0.3017 -0.2504 -0.0777 0.49
H 1.505 -2.513 0.923 -0.0181 -0.0650 0.9180 0.51
H 1.504 1.028 1.757 -0.1314 0.0405 0.0907 0.42
H 2.752 3.412 -1.682 0.1104 -0.0381 0.0688 0.34
H 3.634 4.209 -0.363 -0.1377 0.4816 0.2298 0.42
H 4.411 2.915 -1.227 -0.1040 0.0414 -0.1354 0.41
H 3.997 0.728 -0.940 -0.2615 -0.2262 0.0813 0.53
H 2.269 0.778 -1.370 -0.1063 0.0791 -0.2523 0.32
H 2.757 0.048 0.141 -0.0004 -0.4467 0.2668 0.26
H 4.882 2.045 1.061 -0.2000 0.0647 0.1388 0.44
H 3.566 1.510 2.125 -0.1418 -0.6643 0.4713 0.30
H 3.731 3.231 1.823 0.4069 -0.5903 -0.1053 0.35
H 0.409 3.536 3.938 0.6493 -0.3771 -0.3005 0.41
```
Positions in Å, forces in eV/Å.

- ΔE to the lowest compared entry with this formula, charge and spin: 270.3 kJ/mol
- Calculated total energy: -1130.426005 hartree
- LUMO level: 0.0066 hartree
- Structure (SMILES): Cc1nc2ccccc2c(-c2ccoc2)c1[C@@H](OC(C)(C)C)C(=O)O

ORCA calculation (wB97M-V/def2-TZVPD) on a 2-piece molecular cluster, C20H21NO4S overall.

Structure (XYZ):
```
47
Properties=species:S:1:pos:R:3:forces:R:3:mulliken_charge:R:1
C -0.407 2.173 -4.501 1.3520 -3.7521 -0.0641 -0.61
C 0.016 0.716 -4.510 -1.4294 2.4735 1.3873 -0.31
C -0.324 -0.287 -3.228 -1.1479 -1.0202 0.8474 0.77
C 0.092 -1.889 -3.268 -2.6002 1.5996 4.2181 -0.55
C -0.345 -2.787 -1.956 -1.0238 3.6307 -0.0023 -0.39
C -1.140 -2.102 -0.697 0.2575 2.2977 -2.2182 0.40
C -1.566 -0.492 -0.602 2.3096 -1.9662 -4.1065 -0.23
C -1.121 0.413 -1.935 0.3372 -3.8274 0.7171 -0.57
N -2.292 0.085 0.593 -0.2838 -2.4214 -0.7761 0.07
C -1.385 0.289 1.789 0.1293 0.8369 1.6890 -0.28
C 0.041 1.023 1.442 0.7504 -0.0379 0.7199 -0.52
C 1.338 -0.019 1.582 -0.3954 -0.3614 -0.4912 -0.15
O 2.349 0.625 2.470 0.6409 -1.7272 -1.5970 -0.57
C -3.497 -0.757 1.001 -4.0359 -2.7069 1.2920 -0.09
C -5.005 -0.111 1.327 0.8897 -3.7094 0.1575 -0.49
C -6.305 -1.054 1.789 3.1712 -1.6395 -0.5371 -0.33
C -6.198 -2.704 1.951 4.5112 3.1805 -1.4521 -0.40
C -4.703 -3.355 1.623 -1.0157 3.5951 -0.2241 -0.37
C -3.416 -2.418 1.184 -2.6855 2.0507 0.1036 0.48
S -1.696 -3.156 0.797 -1.3754 1.7532 -1.3441 -0.19
H 0.423 2.938 -4.868 -2.4992 -1.6481 0.0249 0.23
H -1.474 2.513 -4.096 2.9705 -0.6862 -0.2700 0.29
H 0.604 0.285 -5.454 -0.6592 1.1018 2.7499 0.25
H 0.631 -2.429 -4.155 -1.1670 1.4324 1.8650 0.27
H -0.134 -3.949 -1.884 -0.4564 2.7697 -0.2468 0.27
H -1.414 1.560 -1.953 0.8380 -2.7239 -0.0007 0.05
H -1.260 -0.726 2.390 0.0942 2.0562 -1.3446 0.25
H -1.972 1.018 2.526 1.1128 -1.6022 -1.6737 0.31
H 0.048 1.582 0.400 -0.1598 -1.4035 2.1301 0.17
H 0.225 1.863 2.267 -0.3935 -1.9211 -1.7300 0.35
H 1.831 -0.265 0.538 -1.0952 0.6486 1.9452 0.25
H 0.998 -1.069 2.036 0.5818 2.3490 -0.8267 0.20
H 3.231 0.149 2.295 -2.0496 0.9892 0.4071 0.31
H -5.120 1.049 1.225 0.1285 -2.5168 0.2411 0.30
H -7.323 -0.495 2.021 2.4225 -1.3369 -0.5825 0.27
H -7.082 -3.399 2.282 1.9188 1.6618 -0.7667 0.30
H -4.621 -4.521 1.711 0.1599 2.5937 -0.2711 0.27
O 6.516 -0.314 -0.658 -0.7673 2.3796 1.3191 -0.55
C 6.191 0.718 -0.096 0.7269 -2.2340 -1.3439 0.66
O 5.855 1.874 -0.739 0.3851 -0.8829 0.2876 -0.31
C 5.329 2.751 0.239 -0.6116 0.9744 -0.1687 -0.24
C 5.932 2.248 1.511 0.0788 0.6060 1.0265 -0.29
O 6.117 0.868 1.259 -0.0501 -0.3583 -0.8428 -0.33
H 5.613 3.785 0.025 -0.0045 -0.2355 -0.1308 0.29
H 4.237 2.673 0.234 0.0850 -0.0156 0.0342 0.22
H 6.905 2.703 1.722 -0.0713 -0.0477 -0.0409 0.27
H 5.274 2.400 2.371 0.1259 -0.1975 -0.1099 0.29
```
Positions in Å, forces in eV/Å.

- ΔE to the lowest compared entry with this formula, charge and spin: 2064.0 kJ/mol
- Calculated total energy: -1527.844023 hartree
- LUMO level: -0.0258 hartree
- Structure (SMILES): C=Cc1ccc2c(c1)N(CCCO)c1ccccc1S2.O=C1OCCO1

ORCA calculation (wB97M-V/def2-TZVPD) on C20H22BCoN3O2S as an isolated structure.

Structure (XYZ):
```
50
Properties=species:S:1:pos:R:3:forces:R:3:lowdin_spin:R:1
Co 3.058 0.374 -0.089 -0.1060 -0.0033 0.0084 1.06
S 5.357 0.240 0.477 0.0316 0.0074 -0.0042 0.00
C 4.615 -1.046 1.370 -0.0121 0.0036 -0.0011 0.00
C 5.222 -1.965 2.233 -0.0054 0.0016 -0.0033 0.00
C 4.435 -2.913 2.850 -0.0002 -0.0016 0.0019 0.00
C 3.060 -2.947 2.614 0.0071 0.0027 -0.0008 0.00
C 2.524 -2.014 1.753 -0.0101 -0.0048 -0.0020 0.00
N 3.285 -1.098 1.149 0.0216 -0.0336 0.0424 -0.01
H 6.288 -1.910 2.397 0.0007 0.0016 -0.0013 0.00
H 4.886 -3.633 3.521 0.0002 0.0001 0.0001 0.00
H 2.422 -3.677 3.089 -0.0003 0.0001 -0.0004 0.00
H 1.465 -1.975 1.535 0.0084 0.0040 -0.0004 0.00
N 2.631 0.834 -3.171 0.0479 -0.0520 -0.0140 0.00
C 2.989 1.997 -2.557 -0.0078 0.0321 -0.0066 0.00
C 3.219 3.169 -3.298 -0.0091 -0.0101 0.0096 0.00
C 3.606 4.312 -2.648 0.0031 0.0052 0.0068 0.00
C 3.770 4.292 -1.261 0.0074 0.0002 -0.0116 0.00
C 3.545 3.108 -0.609 -0.0061 -0.0133 0.0087 0.00
N 3.161 1.976 -1.229 0.0208 0.0209 0.0104 -0.01
H 2.317 0.912 -4.123 -0.0108 0.0055 -0.0026 0.00
H 2.106 0.174 -2.615 -0.0291 0.0127 0.0019 0.00
H 3.084 3.149 -4.371 -0.0016 0.0010 0.0007 0.00
H 3.782 5.220 -3.209 0.0000 0.0008 0.0002 0.00
H 4.078 5.167 -0.710 -0.0005 0.0002 0.0000 0.00
H 3.692 3.020 0.460 -0.0080 0.0050 -0.0023 0.00
C -5.133 0.625 1.421 0.0002 0.0004 0.0005 0.00
C -4.777 -0.716 0.766 0.0006 0.0000 0.0017 0.00
C -5.895 -1.081 -0.211 -0.0005 -0.0003 -0.0009 0.00
C -4.710 -1.806 1.845 -0.0004 -0.0002 -0.0004 0.00
C -3.416 -0.599 0.076 0.0028 -0.0006 0.0039 0.00
C -3.250 -0.807 -1.291 -0.0009 0.0018 -0.0032 0.00
C -2.008 -0.700 -1.923 0.0028 -0.0016 0.0007 0.00
C -0.933 -0.377 -1.135 -0.0012 0.0009 -0.0028 0.00
O 0.387 -0.208 -1.475 -0.0314 0.0143 0.0262 -0.01
B 1.085 0.116 -0.280 0.0694 -0.0044 -0.0777 -0.03
O 0.144 0.130 0.772 0.0045 0.0027 0.0090 0.00
C -1.078 -0.169 0.226 0.0134 -0.0005 0.0042 0.00
C -2.294 -0.271 0.854 0.0002 -0.0004 -0.0008 0.00
H -6.103 0.556 1.920 0.0002 0.0001 -0.0002 0.00
H -5.188 1.418 0.672 -0.0001 0.0001 0.0001 0.00
H -4.393 0.919 2.166 0.0006 -0.0003 -0.0004 0.00
H -6.839 -1.152 0.332 0.0004 0.0002 -0.0001 0.00
H -5.714 -2.046 -0.689 0.0003 -0.0001 0.0000 0.00
H -6.014 -0.325 -0.989 -0.0003 0.0002 0.0003 0.00
H -5.675 -1.898 2.348 0.0003 0.0002 -0.0002 0.00
H -3.959 -1.577 2.602 -0.0003 -0.0003 0.0006 0.00
H -4.459 -2.771 1.403 0.0000 0.0000 0.0000 0.00
H -4.105 -1.060 -1.901 0.0001 0.0001 -0.0003 0.00
H -1.901 -0.867 -2.986 -0.0015 0.0001 -0.0001 0.00
H -2.369 -0.100 1.919 -0.0007 0.0013 -0.0004 0.00
```
Positions in Å, forces in eV/Å.

- ΔE to the lowest compared entry with this formula, charge and spin: 0.0 kJ/mol
- Calculated total energy: -2896.004441 hartree
- LUMO level (spin up / spin down): 0.0205 / 0.0185 hartree
- <S²>: 0.76
- Multiplicity: 2